{
  "formula": "C48H106Br2ClIN8O4P",
  "method": "the ωB97M-V functional and the def2-TZVPD basis",
  "symbols": ["C", "C", "O", "C", "C", "C", "C", "C", "C", "I", "C", "C", "C", "C", "C", "N", "C", "C", "C", "O", "C", "Br", "C", "C", "Br", "N", "C", "C", "N", "N", "C", "C", "C", "O", "P", "O", "Cl", "H", "H", "H", "H", "H", "H", "H", "H", "H", "H", "H", "H", "H", "H", "H", "H", "H", "H", "H", "H", "H", "H", "H", "H", "H", "H", "H", "H", "H", "H", "H", "H", "H", "H", "H", "H", "H", "H", "H", "H", "H", "H", "H", "H", "H", "H", "C", "C", "N", "C", "C", "C", "C", "H", "H", "H", "H", "H", "H", "H", "H", "H", "H", "H", "H", "H", "H", "H", "C", "C", "N", "C", "C", "C", "C", "H", "H", "H", "H", "H", "H", "H", "H", "H", "H", "H", "H", "H", "H", "H", "C", "C", "N", "C", "C", "C", "C", "H", "H", "H", "H", "H", "H", "H", "H", "H", "H", "H", "H", "H", "H", "H", "C", "C", "N", "C", "C", "C", "C", "H", "H", "H", "H", "H", "H", "H", "H", "H", "H", "H", "H", "H", "H", "H"],
  "coordinates": [[-2.87095, -3.04762, 7.22406], [-3.38767, -1.50128, 6.85213], [-3.07042, -1.30249, 5.43013], [-2.83058, 0.11143, 5.10170], [-1.29665, 0.63442, 5.49596], [-0.38091, 0.73414, 4.10142], [1.21380, 0.31263, 4.39354], [1.97808, -0.32439, 3.11508], [2.39245, -1.88641, 3.07839], [0.53939, -2.79919, 3.98341], [2.50045, -2.28610, 1.44236], [0.96213, -2.63139, 0.84993], [0.86040, -2.83969, -0.77792], [-0.43891, -2.03603, -1.46213], [-1.44513, -3.00258, -2.30594], [-0.99950, -3.40570, -3.68225], [-0.05315, -4.57909, -3.70373], [-0.57188, -2.26023, -4.55860], [0.62756, -2.60002, -5.67131], [-1.05817, -1.01764, -4.57182], [3.29163, -1.16280, 0.55056], [2.13441, 0.25430, -0.35728], [4.30756, -1.69486, -0.60621], [5.89626, -1.41804, -0.15773], [4.09677, -0.46947, -2.23311], [3.13807, -3.60092, 1.21437], [4.25400, -4.07222, 2.00377], [3.89067, -3.81800, 3.61659], [3.57568, -2.33765, 3.93986], [3.27158, -2.21446, 5.24454], [3.76556, -1.07698, 6.05350], [3.37272, -3.37041, 6.18189], [4.77315, -3.91301, 6.92542], [2.29922, -4.09306, 6.61799], [5.16406, -1.60541, 3.42075], [5.19320, 0.12917, 3.52759], [6.75855, -2.18609, 4.76842], [-2.95796, -3.64497, 6.19984], [-3.54518, -3.56775, 8.03001], [-1.72223, -3.00131, 7.53498], [-2.92291, -0.68707, 7.55910], [-4.55921, -1.54250, 6.93957], [-2.96945, 0.20933, 3.92389], [-3.67366, 0.77251, 5.61499], [-1.42650, 1.72094, 5.96653], [-0.81715, -0.06601, 6.30664], [-0.42509, 1.88121, 3.78760], [-0.86713, 0.04200, 3.28792], [1.22862, -0.25626, 5.40042], [1.72974, 1.36778, 4.61992], [1.11779, -0.24850, 2.27958], [2.77160, 0.45503, 2.75263], [0.68485, -3.73712, 1.21585], [0.17144, -1.82718, 1.12887], [1.78496, -2.47933, -1.39040], [0.69300, -3.97890, -1.09487], [0.01516, -1.12690, -2.08203], [-1.09791, -1.51529, -0.61397], [-1.70642, -3.92774, -1.61115], [-2.46639, -2.39960, -2.43899], [1.05306, -4.21742, -3.43752], [-0.34009, -5.31288, -2.80624], [-0.06085, -5.21848, -4.68334], [0.78920, -1.71356, -6.42757], [1.65491, -2.85924, -5.15536], [0.35219, -3.54782, -6.33023], [3.98409, -0.42831, 1.19263], [4.12435, -2.75169, -1.04560], [6.25037, -2.09922, 0.72197], [5.90288, -0.26252, 0.14326], [6.53754, -1.49406, -1.13690], [3.03701, -4.05142, 0.29983], [4.23766, -5.27141, 1.94262], [5.35085, -3.81500, 1.70802], [4.90538, -4.18531, 4.11530], [2.99092, -4.54404, 3.77450], [4.84202, -1.15802, 6.51342], [3.05465, -1.04055, 7.01869], [3.67691, -0.00123, 5.60234], [4.53522, -4.69830, 7.79214], [5.37863, -3.05306, 7.43742], [5.49816, -4.46128, 6.19042], [6.15831, 0.39928, 3.33787], [-2.33577, 2.14735, 9.44351], [-3.61444, 2.76755, 8.88352], [-4.84657, 2.07611, 9.27305], [-6.02878, 2.55264, 8.54395], [-6.46767, 3.99633, 8.77791], [-5.04990, 1.87651, 10.70931], [-5.10226, 3.12215, 11.58869], [-2.23112, 1.10402, 9.12747], [-1.46550, 2.70053, 9.07442], [-2.30232, 2.18822, 10.53629], [-3.52552, 2.74073, 7.79092], [-3.63969, 3.82615, 9.16945], [-6.87825, 1.88910, 8.75382], [-5.83743, 2.42797, 7.47022], [-6.98762, 4.11218, 9.73084], [-7.17516, 4.29148, 7.99800], [-5.63307, 4.70114, 8.74275], [-4.25256, 1.22423, 11.08561], [-5.96560, 1.29199, 10.87244], [-4.34614, 3.86292, 11.31812], [-4.92322, 2.84281, 12.63484], [-6.08509, 3.59697, 11.55579], [6.21423, -3.71969, -3.45727], [7.68581, -3.95831, -3.12452], [8.05325, -5.36871, -2.97050], [9.40699, -5.55514, -2.43298], [10.57834, -5.08404, -3.29182], [7.70810, -6.25257, -4.08572], [8.30582, -5.92383, -5.45039], [5.56117, -4.13816, -2.68412], [6.01964, -2.64349, -3.51695], [5.93516, -4.15044, -4.42346], [7.88400, -3.43727, -2.18025], [8.29803, -3.46434, -3.88886], [9.55763, -6.61409, -2.18426], [9.46360, -5.03256, -1.46926], [10.78800, -5.77908, -4.10717], [11.48290, -5.03942, -2.67886], [10.41979, -4.08662, -3.70964], [6.61619, -6.27512, -4.18590], [7.96907, -7.28796, -3.82754], [8.28782, -4.85443, -5.67345], [7.73024, -6.42908, -6.23647], [9.33377, -6.28215, -5.53637], [-2.89805, 3.90224, -9.01712], [-1.92379, 3.98001, -7.84324], [-2.54048, 3.78768, -6.52770], [-1.63028, 4.09037, -5.41585], [-0.40083, 3.20047, -5.24807], [-3.33425, 2.56910, -6.35732], [-2.62260, 1.23548, -6.56395], [-3.69140, 4.65128, -8.92276], [-2.36303, 4.09368, -9.95346], [-3.35760, 2.91341, -9.10636], [-1.46866, 4.97707, -7.87682], [-1.11430, 3.26060, -8.01701], [-2.19402, 4.09156, -4.47345], [-1.28404, 5.12538, -5.53385], [-0.65557, 2.23812, -4.79991], [0.30708, 3.68382, -4.56898], [0.12287, 3.02366, -6.19095], [-4.18837, 2.61214, -7.04394], [-3.79816, 2.56970, -5.36154], [-1.95062, 1.24374, -7.42538], [-3.36383, 0.44506, -6.73809], [-2.05406, 0.94140, -5.67922], [-9.25433, 8.03023, -6.97156], [-7.78274, 7.79161, -6.63881], [-7.41530, 6.38121, -6.48479], [-6.06157, 6.19478, -5.94727], [-4.89021, 6.66588, -6.80611], [-7.76046, 5.49735, -7.60000], [-7.16273, 5.82609, -8.96468], [-9.90739, 7.61176, -6.19841], [-9.44892, 9.10643, -7.03124], [-9.53339, 7.59948, -7.93775], [-7.58456, 8.31265, -5.69454], [-7.17053, 8.28558, -7.40315], [-5.91092, 5.13583, -5.69855], [-6.00495, 6.71736, -4.98355], [-4.68056, 5.97084, -7.62146], [-3.98566, 6.71050, -6.19315], [-5.04877, 7.66329, -7.22393], [-8.85237, 5.47480, -7.70019], [-7.49949, 4.46196, -7.34183], [-7.18073, 6.89549, -9.18774], [-7.73831, 5.32084, -9.75076], [-6.13478, 5.46777, -9.05066]],
  "forces_ev_per_angstrom": [[0.368, 0.806, -0.957], [-0.646, -1.740, 0.438], [0.560, 1.799, 1.075], [-0.217, 0.429, -0.292], [-0.781, 0.494, -0.476], [0.091, 0.234, 1.019], [-0.459, 2.032, 0.715], [-1.390, 1.148, -0.766], [-2.427, 1.362, -2.412], [0.892, -0.055, -0.298], [-0.940, -1.090, -1.261], [-0.227, -0.769, -1.033], [-0.588, -0.030, -1.436], [0.367, 0.749, 0.597], [-1.456, 1.366, 1.050], [1.860, 1.893, -0.688], [1.086, -0.931, 1.329], [-0.813, 3.556, -0.963], [-0.260, -0.574, -0.335], [2.310, -7.296, 0.878], [1.256, 1.614, 0.172], [-1.166, -0.515, 2.565], [1.197, 0.354, -0.138], [-1.097, 0.842, -0.770], [1.682, -1.756, -0.344], [0.704, 0.163, 0.997], [-0.041, -2.031, 1.176], [1.918, -2.692, -2.615], [0.435, -1.157, -1.080], [-0.302, -0.085, 5.724], [-0.077, 2.376, 2.523], [-4.224, -6.315, 3.936], [0.376, 0.092, 0.474], [6.487, 5.363, -3.544], [3.397, 2.437, -2.322], [0.947, -2.248, 0.436], [-1.524, 0.474, -0.434], [0.174, 1.178, 2.280], [1.476, 1.161, -1.494], [-2.561, -0.301, -0.538], [-0.906, -1.536, -1.459], [2.207, 0.503, 0.019], [0.270, -0.272, 2.561], [1.844, -1.262, -0.963], [0.489, -2.358, -0.962], [-0.952, 1.227, -1.636], [0.126, -2.666, 0.272], [1.036, 1.377, 1.491], [0.167, 0.608, -1.949], [-0.884, -2.361, -0.424], [2.211, -0.424, 1.635], [-1.093, -1.863, 0.708], [0.603, 2.954, -0.146], [1.509, -1.533, -0.283], [-1.439, -0.617, 1.309], [0.552, 2.329, 1.147], [-1.282, -2.126, 1.046], [1.415, -1.259, -1.706], [0.663, 1.682, -1.826], [2.293, -1.285, 0.251], [-2.188, -0.933, -0.812], [0.382, 1.635, -2.088], [-0.083, 1.555, 1.805], [-0.584, -1.609, 1.911], [-2.135, 0.631, -0.840], [0.423, 1.936, 1.518], [-1.657, -1.890, -1.110], [0.308, 1.954, 1.024], [-0.604, 1.253, -1.791], [0.154, -2.567, -0.453], [-1.079, -0.162, 2.164], [-0.185, 0.667, 0.653], [0.061, 2.546, 0.244], [-1.893, 0.084, 0.572], [-2.510, 1.117, -0.384], [1.452, 1.950, 0.341], [-1.883, -0.154, -1.284], [1.454, -0.116, -2.233], [-0.053, -2.324, 0.312], [-0.048, 1.913, -2.192], [-1.181, -1.506, -1.160], [-1.484, 1.188, 1.159], [-1.873, -0.594, 0.407], [-0.072, -0.018, 0.095], [-0.075, -0.130, 0.229], [-0.196, -0.201, -0.231], [0.164, -0.158, -0.145], [-0.258, 0.184, 0.020], [0.263, -0.218, 0.022], [-0.151, 0.112, 0.428], [-0.068, 0.078, 0.097], [-0.134, -0.039, 0.015], [0.000, -0.048, -0.126], [-0.299, 0.013, 0.044], [0.091, 0.125, -0.030], [0.252, 0.007, 0.138], [0.179, -0.025, 0.121], [0.131, 0.056, -0.072], [0.050, -0.012, 0.025], [-0.061, -0.076, 0.026], [0.013, 0.108, -0.184], [0.092, 0.146, -0.310], [-0.045, -0.051, -0.022], [-0.017, 0.043, -0.172], [0.181, 0.062, -0.027], [0.066, -0.032, -0.102], [-0.096, -0.252, -0.148], [0.077, -0.153, 0.364], [-0.168, 0.074, 0.165], [0.296, -0.072, -0.075], [-0.328, 0.027, 0.030], [0.068, -0.218, -0.400], [0.058, -0.080, -0.076], [0.042, -0.124, 0.014], [-0.003, 0.025, 0.136], [0.230, -0.215, -0.006], [0.003, 0.148, -0.043], [-0.214, 0.111, -0.157], [-0.177, 0.057, -0.112], [-0.043, 0.156, 0.024], [-0.049, 0.014, -0.024], [-0.009, -0.100, 0.021], [0.104, 0.155, 0.103], [0.105, 0.285, 0.185], [0.005, -0.053, 0.047], [0.088, 0.092, 0.132], [-0.091, 0.169, -0.030], [-0.070, -0.089, 0.066], [-0.204, -0.083, 0.049], [0.002, 0.208, 0.334], [-0.154, 0.236, -0.216], [0.192, -0.171, 0.245], [-0.235, 0.103, -0.285], [-0.039, -0.391, 0.209], [0.107, -0.174, 0.004], [-0.040, -0.002, 0.157], [0.016, 0.113, 0.018], [0.002, -0.103, 0.285], [0.119, -0.040, -0.099], [-0.102, -0.107, -0.231], [-0.106, -0.079, -0.185], [0.052, 0.009, -0.151], [-0.002, 0.026, -0.033], [-0.080, 0.005, 0.066], [0.160, 0.150, -0.033], [0.248, 0.218, -0.075], [-0.033, 0.053, 0.028], [0.114, 0.113, 0.025], [0.013, -0.017, -0.247], [-0.008, -0.114, -0.036], [-0.122, -0.174, -0.091], [0.133, -0.200, 0.262], [-0.200, 0.085, 0.168], [0.297, -0.022, -0.091], [-0.327, 0.078, 0.117], [0.064, -0.217, -0.420], [0.105, -0.016, -0.131], [0.072, -0.142, 0.029], [0.007, 0.027, 0.113], [0.199, -0.236, -0.046], [0.038, 0.138, -0.061], [-0.176, 0.088, -0.167], [-0.187, 0.051, -0.125], [-0.038, 0.169, 0.102], [-0.032, -0.043, -0.039], [-0.051, -0.073, 0.026], [0.114, 0.163, 0.100], [0.118, 0.266, 0.184], [0.004, -0.054, 0.058], [0.076, 0.086, 0.117], [-0.061, 0.160, -0.024]],
  "largest_force_ha_per_bohr": 0.1776,
  "charge": 1,
  "e_homo_ha": -0.320
}